Below is a single C4H6N2O2 molecule in a non-equilibrium geometry, with properties calculated with wB97M-V/def2-TZVPD.

Each line ends with the Löwdin charge.
Element x y z (Å)
C: -2.140 -0.661 0.743  -0.034
C: -1.608 -0.538 -0.480  -0.118
N: -0.511 0.569 -0.800  0.092
C: 0.272 1.009 0.020  -0.734
O: 0.556 2.183 -0.117  0.058
N: 0.791 0.099 0.957  0.135
C: 1.358 -1.067 0.332  -0.281
O: 1.377 -1.601 -0.757  0.072
H: -3.324 -1.159 0.663  0.141
H: -1.832 0.020 1.624  0.085
H: -1.821 -1.043 -1.475  0.121
H: -0.730 1.228 -1.605  0.196
H: 1.078 0.551 1.840  0.166
H: 1.913 -1.376 1.154  0.099

Atoms 1-3, force components in eV/Å:
-3.352 0.269 -0.870
2.032 1.950 -1.584
-8.739 -6.125 -6.436

Computed properties:
Total charge: 0
Max |F| (eV/A): 12.46
ΔE to the lowest compared entry with this formula, charge and spin (kcal/mol): 86.3
E_HOMO (eV): -9.49
E (a.u.): -415.90312
Gap between HOMO and LUMO (eV): 10.20
SMILES: C=CNC(=O)NC=O
Spin multiplicity: 1